This record from the Open Molecules 2025 dataset describes C39H45AsIIrN5O6S as an isolated structure. The level of theory is wB97M-V/def2-TZVPD.

```
99
Properties=species:S:1:pos:R:3:forces:R:3
Ir -0.058288 -0.154230 -0.152502 0.6655 -0.2762 -1.1400
C 1.998653 0.730065 -5.052385 -0.0633 -0.0213 0.0086
C 2.335066 0.686334 -3.559447 -0.0342 0.1362 0.0456
C 3.393139 1.733044 -3.218969 0.0103 0.0024 -0.0403
C 2.806034 -0.687074 -3.162049 0.0190 -0.0305 0.1278
C 4.056626 -1.106751 -3.610226 0.0245 0.0164 0.0347
C 4.554935 -2.359128 -3.315442 0.0261 0.0036 -0.0180
C 3.773060 -3.241737 -2.594938 0.0016 -0.0347 -0.0061
C 2.509591 -2.879417 -2.146558 -0.0721 -0.0114 -0.1050
C 1.642918 -3.960745 -1.518732 0.0199 0.0330 0.0360
C 2.342407 -4.703520 -0.380051 0.0113 0.0146 0.0054
C 1.177287 -4.945149 -2.595627 0.0054 -0.0238 -0.0093
C 2.037552 -1.571589 -2.399357 0.2465 -0.4793 0.3360
N 0.735199 -1.245523 -1.888786 -0.3307 1.2383 -0.4094
C -0.254440 -1.726009 -2.563421 0.1800 -0.4307 -0.1340
C -1.579599 -1.605654 -2.142262 -0.0906 -0.2151 -0.2135
C -2.718375 -1.954751 -2.860319 0.0176 0.0914 0.0247
C -3.771675 -1.390511 -2.162204 -0.0136 -0.0070 -0.1028
C -3.242107 -0.708318 -1.051250 -0.0243 -0.2601 0.0481
N -1.888680 -0.893515 -1.009132 -0.0628 0.3675 0.4302
C -4.122822 0.132380 -0.144008 -0.0858 0.1389 0.0137
C -5.489215 0.356527 -0.815960 -0.0027 0.0231 0.0288
C -3.523093 1.527873 0.051419 0.0447 -0.0015 0.0065
C -4.422715 -0.560189 1.190819 0.0262 -0.0080 0.0380
H 1.628276 1.720623 -5.323881 -0.0182 0.0031 0.0021
H 1.230094 -0.002582 -5.308451 -0.0177 0.0141 0.0038
H 2.880200 0.518171 -5.664326 0.0181 -0.0062 0.0176
H 1.430195 0.923753 -3.004294 0.0186 -0.0344 0.0460
H 4.289250 1.609593 -3.833783 -0.0014 0.0245 0.0111
H 3.684029 1.663582 -2.172094 0.0321 -0.0112 0.0325
H 3.004921 2.732421 -3.402701 -0.0165 0.0886 -0.0197
H 4.654310 -0.419782 -4.195845 -0.0035 -0.0268 -0.0120
H 5.539294 -2.652374 -3.659516 -0.0018 -0.0042 -0.0038
H 4.139042 -4.242149 -2.398680 0.0028 -0.0080 0.0099
H 0.754496 -3.486720 -1.109901 -0.0296 -0.0423 0.0504
H 3.197714 -5.277983 -0.741895 0.0012 -0.0033 0.0019
H 1.651384 -5.406955 0.089542 -0.0109 -0.0039 -0.0045
H 2.698717 -4.017049 0.388912 0.0011 0.0186 0.0008
H 2.031154 -5.417672 -3.086884 0.0080 -0.0018 0.0141
H 0.590838 -4.439560 -3.364506 0.0111 -0.0363 -0.0036
H 0.559242 -5.731425 -2.156600 -0.0189 0.0054 0.0022
H -0.068625 -2.277203 -3.486142 0.0527 0.0387 0.0323
H -2.741558 -2.494155 -3.794214 -0.0035 -0.0200 -0.0018
H -4.809182 -1.419994 -2.446909 0.0081 -0.0078 0.0264
H -5.380460 0.795740 -1.807995 0.0049 0.0137 0.0014
H -6.064027 1.050209 -0.198530 -0.0193 -0.0034 0.0043
H -6.065790 -0.566709 -0.897987 0.0198 -0.0052 -0.0228
H -3.444863 2.049546 -0.904561 -0.0112 -0.0145 -0.0049
H -2.528491 1.513806 0.475201 0.0489 -0.0364 0.0266
H -4.165542 2.117859 0.710945 -0.0014 0.0062 0.0045
H -5.072604 -1.425304 1.034532 0.0230 -0.0107 -0.0278
H -4.930994 0.129695 1.868877 -0.0314 0.0044 -0.0075
H -3.531812 -0.908597 1.697072 0.0537 0.0160 0.0081
O 3.974826 2.041858 0.702557 -0.0062 0.0960 -0.0685
As 2.207936 2.268044 0.673815 0.1213 0.3516 0.0423
O 1.716269 2.719111 2.155610 -0.0755 0.0521 0.1907
O 1.761125 0.780130 0.041841 -0.2950 -0.6602 -0.0547
C 2.197656 3.611031 -0.735046 0.2066 -0.1159 -0.0761
C 3.373399 4.332146 -0.919818 0.0208 0.0984 -0.0027
C 3.491693 5.243582 -1.961690 -0.0693 -0.0098 0.0267
C 2.433208 5.436789 -2.837379 0.0386 -0.0439 0.0726
C 1.256306 4.725265 -2.655809 -0.0462 0.1107 -0.0895
C 1.139367 3.819766 -1.614431 -0.1115 -0.0674 -0.0196
S -0.424315 2.976872 -1.391247 0.1503 0.2341 0.2560
O -0.284492 1.651664 -2.007217 -0.3194 -0.2869 0.1396
O -1.424897 3.828254 -1.987502 -0.0167 -0.0929 -0.1716
O -0.490686 2.853409 0.058971 -0.0710 0.1745 0.0328
H 4.168621 1.412947 1.407411 -0.0315 -0.0235 0.0280
H 4.206449 4.168075 -0.250711 -0.0021 -0.0128 -0.0047
H 4.412851 5.799264 -2.086027 0.0048 -0.0083 -0.0041
H 2.519369 6.141991 -3.654796 -0.0050 0.0034 0.0038
H 0.404074 4.878611 -3.305332 0.0008 -0.0109 0.0146
I 1.835337 -1.378456 2.689469 0.0218 -0.0414 -0.0968
C 0.921621 -1.688168 0.709841 -0.2304 -0.0302 0.4811
H 0.384605 -2.627101 0.851951 -0.0878 0.0668 0.0059
H 1.822695 -1.880125 0.140467 0.0354 0.0716 -0.0328
C -1.321380 1.500123 3.730616 0.0159 0.0472 0.0493
C -0.899543 1.441968 2.410707 0.1810 -0.0367 0.0191
N -0.906910 0.301517 1.712369 0.0242 -0.1282 0.1191
C -1.342814 -0.800660 2.345400 -0.0753 0.0075 -0.0583
C -1.782927 -0.826653 3.653414 0.0139 0.0793 0.0199
C -1.760382 0.365147 4.371931 -0.0404 -0.0490 -0.1098
C -2.127118 -2.135055 4.227986 -0.0496 -0.0684 0.0772
C -3.175934 -2.511627 4.965633 0.1582 -0.0972 -0.0336
C -4.368665 -1.753237 5.344496 -0.2163 0.1229 0.0691
C -5.295177 -2.322567 6.221697 0.0430 0.0411 -0.0470
C -6.420759 -1.585431 6.528176 -0.0022 0.0050 -0.0078
N -6.648972 -0.376597 6.017425 -0.0203 -0.0448 0.0374
C -5.711127 0.072179 5.188904 -0.0213 0.0730 -0.0267
N -4.594149 -0.539603 4.829232 0.0650 -0.0664 0.0076
H -1.261812 2.452566 4.237551 0.0017 -0.0089 0.0213
H -0.507955 2.311746 1.922081 0.0128 0.0581 -0.0353
H -1.357499 -1.705246 1.752331 0.0353 0.0123 0.0536
H -2.071109 0.386193 5.407080 0.0024 0.0002 0.0178
H -1.388529 -2.906370 4.022556 -0.0230 -0.0089 -0.0317
H -3.184085 -3.538388 5.316454 0.0165 0.0008 -0.0057
H -5.135150 -3.304589 6.645184 0.0042 -0.0081 -0.0065
H -7.172876 -1.975300 7.205991 -0.0020 0.0063 0.0030
H -5.879720 1.053444 4.756215 0.0060 -0.0150 0.0021
```
Forces are in eV/Å.

Calculated values
spin multiplicity	1
HOMO energy	-5.23	eV
total charge	-1
Kohn-Sham gap	0.247	Eh